45
Properties=species:S:1:pos:R:3 method="wB97M-V/def2-TZVPD" orbital_gap_ev=9.481 total_energy_ha=-1862.266043 e_homo_ev=-8.8 charge=0 smiles="C[C@H](Oc1ccc(Cl)cc1Cl)C(=O)NCCCCc1ccccc1" spin_multiplicity=1
Cl -0.51756 3.99138 1.02534
Cl -3.42299 0.97156 -2.34266
O -1.69936 -2.95846 1.91883
O -3.56838 -0.87183 -0.18163
N -1.32564 -2.36472 -0.23714
C -3.53165 -2.01872 0.65729
C 6.51581 -0.24390 1.00251
C -2.27223 0.43410 1.42790
C 0.78980 -1.13063 -0.28687
C -2.86229 0.22791 0.18485
C -2.71334 1.22344 -0.79117
C 6.58392 -0.31386 -1.38908
C 4.47658 -0.01478 -0.25996
C -1.55724 1.59058 1.68922
C 2.30997 -1.24692 -0.24898
C 5.21190 -0.14099 -1.43128
C -2.00439 2.38120 -0.53906
C -4.34999 -3.10702 -0.02986
C 0.11187 -2.50104 -0.22578
C 5.14408 -0.07092 0.95674
C 2.98214 0.12969 -0.30511
C -2.08322 -2.49633 0.86636
C 7.23969 -0.36605 -0.17116
C -1.42270 2.55692 0.70793
H -5.37308 -2.76709 -0.16676
H -1.73622 -1.91661 -1.04399
H 2.61352 -1.75718 0.66716
H -1.10317 1.73350 2.65653
H -2.35516 -0.31017 2.20287
H 4.70470 -0.09865 -2.38503
H -4.34652 -4.00373 0.58275
H 8.31086 -0.49971 -0.13687
H -1.90076 3.12999 -1.30720
H 7.02186 -0.28240 1.95623
H -3.92515 -3.33645 -1.00378
H 0.48386 -0.61711 -1.20277
H -3.96840 -1.79459 1.63957
H 2.65437 -1.84898 -1.09289
H 2.68405 0.63726 -1.22486
H 4.58322 0.02640 1.87554
H 0.37268 -3.01491 0.70170
H 7.14321 -0.40721 -2.30872
H 0.44602 -0.52905 0.55814
H 0.42223 -3.11702 -1.07504
H 2.63887 0.72917 0.54045